one.
C3H11N3O | wB97M-V/def2-TZVPD

As for the multiplicity: 1. The LUMO energy is 0.472 eV. As for the gap between HOMO and LUMO: 0.27544 hartree. The total charge is 0.

Cartesian coordinates (Å):
N -2.15 -0.64 1.69
C -1.43 -1.61 0.82
O -0.91 -0.98 -0.25
H -2.80 -0.14 1.09
H -2.75 -1.16 2.34
H -0.66 -2.06 1.47
H -2.11 -2.44 0.51
C 1.66 -0.52 -1.83
N 1.53 0.75 -1.11
C 0.82 0.87 -0.02
N 0.66 2.03 0.61
H 2.71 -0.78 -1.90
H 1.21 -0.39 -2.82
H 1.06 -1.25 -1.30
H 2.14 1.49 -1.45
H 0.11 -0.01 0.26
H 1.10 2.87 0.31
H -0.03 2.05 1.34

For each atom in turn, the Löwdin charge in e is: -0.031 -0.535 -0.324 0.042 0.044 0.085 0.088 -0.043 0.001 -0.174 0.159 0.083 0.090 0.074 0.148 0.081 0.107 0.106


two.
C3H11N3O | wB97M-V/def2-TZVPD

As for the multiplicity: 1. The LUMO energy is 0.921 eV. As for the gap between HOMO and LUMO: 0.35707 hartree. The total charge is 0.

Cartesian coordinates (Å):
N 0.95 -1.36 0.61
C 1.33 -0.28 1.25
N 0.63 0.44 2.26
N 2.69 0.16 1.02
H -0.05 -1.47 0.81
H -0.17 -0.04 2.65
H 1.23 0.77 2.97
H 3.23 0.51 1.77
H 3.16 -0.58 0.55
C -1.50 1.52 -1.80
C -2.03 0.13 -2.12
O -1.69 -0.75 -1.03
H -0.41 1.48 -1.70
H -1.76 2.30 -2.56
H -1.95 1.86 -0.87
H -1.52 -0.25 -3.01
H -3.11 0.22 -2.28
H -1.84 -1.65 -1.37

For each atom in turn, the Löwdin charge in e is: 0.076 -0.541 0.102 0.086 0.015 0.082 0.058 0.054 0.068 -0.100 -0.322 -0.109 0.075 0.084 0.070 0.109 0.106 0.087


Most stable: two


one.
C3H11N3O | wB97M-V/def2-TZVPD

As for the multiplicity: 1. The LUMO energy is 0.781 eV. As for the gap between HOMO and LUMO: 0.34903 hartree. The total charge is 0.

Cartesian coordinates (Å):
N 2.11 -2.88 0.56
C 1.52 -1.68 0.16
C 2.10 -0.47 0.12
N 1.39 0.70 -0.20
H 2.36 -3.46 -0.24
H 1.53 -3.45 1.15
H 0.49 -1.82 -0.19
H 3.14 -0.33 0.42
H 1.95 1.37 -0.69
H 1.02 1.13 0.63
N -1.68 2.22 -0.93
C -1.73 1.03 -0.12
O -3.08 0.79 0.34
H -2.34 2.07 -1.66
H -2.01 3.03 -0.42
H -1.40 0.14 -0.73
H -1.02 1.01 0.73
H -3.10 0.49 1.29

For each atom in turn, the Löwdin charge in e is: -0.011 -0.239 -0.206 0.012 0.075 0.066 0.099 0.105 0.070 0.058 0.025 -0.374 -0.105 0.058 0.067 0.111 0.091 0.097


two.
C3H11N3O | wB97M-V/def2-TZVPD

As for the multiplicity: 1. The LUMO energy is 0.945 eV. As for the gap between HOMO and LUMO: 0.35075 hartree. The total charge is 0.

Cartesian coordinates (Å):
N 0.21 -2.13 -0.76
C 0.43 -1.07 -1.68
C 0.78 0.17 -1.36
N 0.96 1.17 -2.36
H 1.06 -2.57 -0.45
H -0.38 -2.85 -1.14
H 0.28 -1.33 -2.73
H 0.93 0.46 -0.33
H 1.77 1.74 -2.16
H 0.16 1.80 -2.37
N -0.63 -0.59 1.97
C -1.13 0.74 2.07
O -0.18 1.70 1.57
H -0.51 -0.92 1.01
H 0.25 -0.69 2.46
H -2.06 0.82 1.51
H -1.35 0.97 3.12
H -0.59 2.57 1.63

For each atom in turn, the Löwdin charge in e is: 0.004 -0.204 -0.222 0.003 0.080 0.069 0.103 0.082 0.061 0.066 0.027 -0.357 -0.094 0.028 0.073 0.111 0.106 0.066


Most stable: two


one.
C5H14OS | wB97M-V/def2-TZVPD

As for the multiplicity: 1. The LUMO energy is 0.617 eV. As for the gap between HOMO and LUMO: 0.32830 hartree. The total charge is 0.

Cartesian coordinates (Å):
C -1.94 0.53 0.99
C -1.28 1.15 -0.25
C -1.22 0.18 -1.48
C -0.15 -0.92 -1.13
S 1.51 -0.25 -1.46
C 2.43 -1.31 -0.29
H -3.03 0.58 0.81
H -1.49 -0.38 1.38
H -1.76 1.22 1.83
H -0.26 1.50 -0.08
H -1.85 2.04 -0.54
H -1.11 0.78 -2.38
H -2.23 -0.23 -1.55
H -0.18 -1.01 -0.03
H -0.32 -1.83 -1.68
H 2.36 -0.75 0.64
H 3.45 -1.30 -0.68
H 2.13 -2.34 -0.13
O 1.23 0.77 1.99
H 1.84 1.48 1.77
H 1.84 0.08 2.29

For each atom in turn, the Löwdin charge in e is: -0.120 -0.289 -0.256 -0.482 0.794 -0.407 0.076 0.060 0.069 0.067 0.099 0.094 0.099 0.052 0.065 -0.020 0.026 0.048 -0.055 0.046 0.035


two.
C5H14OS | wB97M-V/def2-TZVPD

As for the multiplicity: 1. The LUMO energy is 0.831 eV. As for the gap between HOMO and LUMO: 0.33130 hartree. The total charge is 0.

Cartesian coordinates (Å):
C 2.19 -0.39 -1.36
C 0.75 -0.21 -1.97
C -0.21 0.15 -0.80
C -0.44 -1.17 -0.10
S -0.04 -1.00 1.72
C -1.71 -0.67 2.47
H 2.79 0.16 -2.06
H 2.31 0.04 -0.39
H 2.53 -1.43 -1.33
H 0.46 -1.15 -2.46
H 0.76 0.54 -2.79
H -1.06 0.78 -1.01
H 0.30 0.83 -0.10
H -1.48 -1.50 0.03
H 0.36 -1.88 -0.34
H -2.25 -0.15 1.60
H -1.62 -0.04 3.34
H -2.23 -1.64 2.48
O -0.57 2.73 1.31
H -0.05 2.34 0.61
H -0.78 3.65 1.16

For each atom in turn, the Löwdin charge in e is: -0.096 -0.240 -0.296 -0.457 0.737 -0.384 0.059 0.059 0.071 0.103 0.101 0.105 0.042 0.067 0.060 0.045 0.021 0.028 -0.052 -0.009 0.036


Most stable: one


one.
C12H21Cl2LaNdO3P | wB97M-V/def2-TZVPD

As for the multiplicity: 4. The LUMO energy (spin up / spin down) is -16.231 / -16.229 eV. As for the gap between HOMO and LUMO (spin up / spin down): 0.18756 / 0.18555 hartree. The total charge is +4.

Cartesian coordinates (Å):
La 2.82 2.83 -0.88
Nd -0.52 -0.32 -0.78
Cl 0.03 2.73 -1.16
Cl 1.85 0.10 0.51
C -0.54 -1.97 0.88
C 2.55 2.39 -3.14
C 4.13 1.06 -1.74
O -0.50 -2.80 1.69
O 2.48 1.94 -4.21
O 4.58 0.18 -2.35
C -1.49 -0.13 3.68
C -2.66 -0.35 2.71
C -4.00 -0.03 3.39
P -2.30 0.57 1.14
C -3.18 -0.36 -0.23
C -4.60 -0.82 0.17
C -3.21 0.43 -1.56
C -3.03 2.27 1.25
C -4.56 2.36 1.19
C -2.45 3.04 2.45
H -1.42 0.92 4.00
H -0.53 -0.43 3.25
H -1.67 -0.75 4.57
H -2.68 -1.41 2.41
H -4.02 0.98 3.82
H -4.86 -0.16 2.73
H -4.12 -0.73 4.22
H -2.61 -1.31 -0.36
H -5.28 0.03 0.32
H -5.00 -1.43 -0.65
H -4.59 -1.44 1.07
H -2.27 0.95 -1.89
H -3.51 -0.26 -2.37
H -3.97 1.22 -1.51
H -2.64 2.75 0.33
H -5.04 1.83 2.03
H -4.84 3.42 1.29
H -4.98 2.00 0.24
H -1.35 3.04 2.43
H -2.78 4.08 2.39
H -2.78 2.64 3.41

For each atom in turn, the Löwdin charge in e is: 1.859 1.392 -0.120 -0.117 -0.142 -0.180 -0.153 0.236 0.265 0.260 -0.091 -0.531 -0.071 0.982 -0.616 -0.046 -0.124 -0.513 -0.063 -0.085 0.085 0.056 0.115 0.100 0.089 0.071 0.119 0.049 0.091 0.119 0.094 0.010 0.121 0.119 0.081 0.081 0.118 0.070 0.077 0.109 0.081


two.
C12H21Cl2LaNdO3P | wB97M-V/def2-TZVPD

As for the multiplicity: 4. The LUMO energy (spin up / spin down) is -17.041 / -17.041 eV. As for the gap between HOMO and LUMO (spin up / spin down): 0.14855 / 0.14714 hartree. The total charge is +4.

Cartesian coordinates (Å):
La 0.73 4.51 -3.45
Nd -1.86 1.93 0.21
Cl 2.31 2.79 -2.43
Cl -2.80 1.26 -2.04
C -3.32 0.17 0.81
C 0.24 5.66 -1.51
C -1.52 4.40 -2.79
O -4.03 -0.75 0.94
O -0.19 6.10 -0.52
O -2.57 4.54 -2.31
C -1.69 -2.30 -1.20
C -1.00 -2.02 0.15
C 0.00 -3.15 0.46
P -0.31 -0.33 0.11
C -0.20 0.33 1.86
C 0.32 -0.73 2.85
C 0.59 1.66 1.91
C 1.40 -0.33 -0.59
C 2.48 -0.90 0.32
C 1.40 -1.00 -1.97
H -0.97 -2.35 -2.02
H -2.43 -1.53 -1.44
H -2.20 -3.27 -1.14
H -1.76 -2.00 0.94
H 0.76 -3.26 -0.32
H 0.48 -3.04 1.44
H -0.58 -4.09 0.49
H -1.26 0.53 2.16
H 1.34 -1.04 2.61
H 0.32 -0.29 3.85
H -0.33 -1.61 2.89
H 0.35 2.45 1.16
H 0.44 2.10 2.91
H 1.67 1.46 1.80
H 1.62 0.74 -0.75
H 2.24 -1.92 0.66
H 3.41 -0.96 -0.25
H 2.68 -0.27 1.20
H 0.67 -0.54 -2.65
H 2.39 -0.87 -2.42
H 1.21 -2.08 -1.91

For each atom in turn, the Löwdin charge in e is: 1.788 1.327 0.005 0.013 -0.114 -0.117 -0.146 0.227 0.257 0.185 -0.095 -0.531 -0.066 0.956 -0.594 -0.050 -0.121 -0.534 -0.069 -0.095 0.083 0.032 0.117 0.102 0.085 0.077 0.120 0.057 0.087 0.115 0.098 0.016 0.119 0.104 0.032 0.082 0.114 0.073 0.079 0.104 0.082


Most stable: one


one.
C7H16O2 | wB97M-V/def2-TZVPD

As for the multiplicity: 1. The LUMO energy is 0.838 eV. As for the gap between HOMO and LUMO: 0.31210 hartree. The total charge is 0.

Cartesian coordinates (Å):
C -0.09 -0.81 1.15
C 0.38 0.84 0.14
C 0.03 0.41 -1.19
C 0.74 -0.65 2.41
C 0.17 -2.15 0.50
C -1.38 0.04 -1.55
C 0.29 2.16 -2.03
O -1.45 -0.63 1.53
O 1.72 1.09 0.35
H -1.96 -1.44 1.42
H 1.81 1.95 0.77
H -0.29 1.57 0.60
H 0.79 -0.20 -1.66
H 1.81 -0.73 2.18
H 0.49 -1.41 3.15
H 0.57 0.33 2.88
H 0.11 -2.96 1.24
H -0.60 -2.41 -0.24
H 1.15 -2.19 0.04
H -2.11 0.53 -0.90
H -1.53 -1.04 -1.53
H -1.61 0.35 -2.57
H -0.61 2.76 -1.86
H 1.18 2.69 -1.71
H 0.38 1.88 -3.08

For each atom in turn, the Löwdin charge in e is: -0.473 -0.299 -0.260 -0.072 -0.047 -0.087 -0.001 -0.046 -0.018 0.096 0.111 0.147 0.130 0.079 0.083 0.082 0.090 0.066 0.092 0.087 0.064 0.076 0.040 0.029 0.031


two.
C7H16O2 | wB97M-V/def2-TZVPD

As for the multiplicity: 1. The LUMO energy is 0.752 eV. As for the gap between HOMO and LUMO: 0.33575 hartree. The total charge is 0.

Cartesian coordinates (Å):
C 2.95 0.02 0.44
C 1.83 0.47 -0.48
C 0.16 -0.28 -0.16
C 0.10 -0.95 1.20
C -0.14 -1.26 -1.28
C -0.53 0.99 -0.24
C -2.32 0.65 -0.12
O -2.87 -0.49 0.47
O -2.83 1.77 0.56
H 2.84 0.46 1.43
H 2.96 -1.07 0.54
H 3.94 0.34 0.09
H 2.04 0.11 -1.49
H 1.86 1.56 -0.55
H 0.22 -0.23 2.00
H 0.87 -1.71 1.27
H -0.83 -1.50 1.33
H -0.16 -0.76 -2.25
H 0.62 -2.04 -1.30
H -1.11 -1.75 -1.13
H -0.44 1.50 -1.20
H -0.34 1.64 0.61
H -2.65 0.60 -1.17
H -2.80 -0.39 1.43
H -3.36 2.33 -0.02

For each atom in turn, the Löwdin charge in e is: -0.144 -0.144 -0.502 -0.058 -0.057 -0.082 -0.371 -0.013 -0.031 0.068 0.064 0.068 0.081 0.085 0.091 0.076 0.073 0.085 0.085 0.081 0.107 0.106 0.134 0.099 0.097


Most stable: two


one.
C3H15O4S | wB97M-V/def2-TZVPD

As for the multiplicity: 1. The LUMO energy is 3.248 eV. As for the gap between HOMO and LUMO: 0.23453 hartree. The total charge is -1.

Cartesian coordinates (Å):
C 2.32 2.25 -2.36
C 1.04 1.51 -2.12
C 0.70 1.21 -0.65
S -1.11 1.04 -0.27
H 2.31 3.04 -1.55
H 2.17 2.74 -3.36
H 3.21 1.68 -2.32
H 0.26 2.00 -2.76
H 0.97 0.53 -2.64
H 1.20 1.90 -0.12
H 1.17 0.22 -0.37
H -1.07 -1.60 0.93
H -1.99 -0.42 1.01
O -1.80 -1.18 1.50
H 1.20 -2.79 -1.28
H 1.02 -1.45 -0.48
O 0.62 -2.43 -0.48
H -0.69 0.68 3.24
H -2.05 0.53 4.11
O -1.16 0.90 3.99
H -2.65 -2.80 2.35
H -3.06 -3.87 1.42
O -2.61 -3.71 2.23

For each atom in turn, the Löwdin charge in e is: -0.144 -0.396 -0.702 0.301 0.086 0.073 0.044 0.088 0.093 -0.016 0.027 0.043 -0.178 -0.160 0.088 0.051 -0.170 -0.033 0.039 -0.053 -0.056 0.015 -0.038


two.
C3H15O4S | wB97M-V/def2-TZVPD

As for the multiplicity: 1. The LUMO energy is 3.680 eV. As for the gap between HOMO and LUMO: 0.27207 hartree. The total charge is -1.

Cartesian coordinates (Å):
C 0.37 1.10 1.95
C -1.14 1.23 1.79
C -1.88 -0.09 1.63
S -1.38 -1.07 0.18
H 0.67 0.76 2.95
H 0.85 2.07 1.79
H 0.83 0.43 1.24
H -1.53 1.79 2.64
H -1.31 1.86 0.91
H -2.94 0.14 1.50
H -1.77 -0.68 2.56
H 1.29 0.11 -1.76
H 0.51 -0.76 -0.81
O 1.39 -0.72 -1.27
H 3.31 -0.78 -0.77
H 3.71 -1.62 0.40
O 4.05 -0.91 -0.16
H -1.48 -1.89 -2.34
H 0.00 -1.72 -2.66
O -0.87 -1.79 -3.09
H -0.96 0.73 -2.98
H -1.06 0.62 -1.49
O -0.66 1.19 -2.19

For each atom in turn, the Löwdin charge in e is: -0.140 -0.361 -0.695 0.404 0.064 0.060 0.034 0.089 0.087 0.032 0.045 0.032 -0.115 -0.149 -0.010 0.023 -0.093 -0.030 0.005 -0.110 0.018 -0.067 -0.124


Most stable: two